# 1
C27H44N6O3PRe | ωB97M-V/def2-TZVPD

## Properties
Molecular weight in g mol⁻¹: 717.9
HOMO level (alpha / beta) in eV: -10.9 / -10.6
ΔE to the lowest compared entry with this formula, charge and spin in kcal/mol: 35.6
LUMO level (alpha / beta) in eV: -3.8 / -3.4
Net charge: +1
<S²>: 0.8317
Multiplicity: 2

Each line ends with the Löwdin charge.
CARTESIAN COORDINATES (ANGSTROEM)
Re1 -1.63872 0.39673 0.83732  1.487
N1 -1.24942 0.35523 2.61232  -0.123
C1 -1.25032 -0.10587 3.84322  -0.388
C2 -1.30072 -1.51237 4.04682  -0.013
C3 -1.40192 -2.03227 5.31262  -0.071
C4 -1.44042 -1.18987 6.42052  -0.059
C5 -1.36952 0.18773 6.24502  -0.074
C6 -1.26712 0.73053 4.98582  -0.016
H1 -1.27642 -2.13117 3.16172  0.103
H2 -1.45332 -3.10467 5.44762  0.112
H3 -1.51342 -1.61007 7.41102  0.110
H4 -1.41012 0.83873 7.10382  0.110
H5 -1.21722 1.79873 4.83882  0.108
O1 0.22528 -0.62007 0.10052  -0.451
P1 1.28858 -0.15267 -0.87798  0.921
C7 2.54798 1.02333 -0.13788  -0.332
C8 2.96418 0.68363 1.29702  -0.179
C9 1.88998 1.03743 2.31932  -0.205
C10 1.48168 2.50163 2.21842  -0.194
C11 1.02938 2.82023 0.79822  -0.210
C12 2.14478 2.49703 -0.18918  -0.190
C13 2.24748 -1.57657 -1.60048  -0.331
C14 3.38668 -2.09427 -0.72348  -0.188
C15 2.86468 -2.90717 0.45582  -0.199
C16 2.04958 -4.09337 -0.04568  -0.191
C17 0.87398 -3.59207 -0.87568  -0.195
C18 1.36128 -2.74447 -2.04738  -0.178
C19 0.52388 0.79703 -2.28838  -0.345
C20 1.48838 1.12973 -3.44278  -0.185
C21 1.16318 0.30003 -4.68478  -0.189
C22 -0.23812 0.63293 -5.21188  -0.180
C23 -1.20782 0.90973 -4.05778  -0.178
C24 -0.75452 0.14813 -2.82068  -0.209
H6 3.42038 0.89923 -0.79078  0.121
H7 3.87158 1.25253 1.52202  0.130
H8 3.20428 -0.37247 1.39702  0.088
H9 2.26428 0.82973 3.32242  0.121
H10 1.01298 0.40473 2.16032  0.055
H11 2.32838 3.13703 2.48532  0.120
H12 0.67288 2.69813 2.92252  0.098
H13 0.75728 3.87343 0.70642  0.118
H14 0.12068 2.22013 0.58662  0.040
H15 3.01888 3.08613 0.10092  0.129
H16 1.88288 2.79893 -1.20268  0.097
H17 2.69518 -1.11957 -2.49148  0.113
H18 4.01718 -1.27407 -0.37858  0.097
H19 4.01578 -2.73877 -1.34298  0.129
H20 2.22448 -2.28017 1.08122  0.099
H21 3.70178 -3.25667 1.06282  0.120
H22 1.68348 -4.68087 0.79712  0.114
H23 2.68268 -4.73967 -0.65768  0.119
H24 0.21948 -2.98537 -0.24678  0.089
H25 0.29438 -4.43517 -1.25898  0.119
H26 0.49848 -2.38647 -2.61188  0.091
H27 1.95208 -3.37127 -2.72378  0.130
H28 0.20778 1.73233 -1.80658  0.101
H29 2.52828 0.96503 -3.15168  0.100
H30 1.39888 2.18823 -3.70178  0.124
H31 1.23318 -0.76217 -4.44098  0.103
H32 1.90278 0.49633 -5.46038  0.117
H33 -0.60182 -0.20527 -5.80538  0.114
H34 -0.19582 1.49953 -5.87328  0.111
H35 -2.21622 0.60423 -4.33328  0.117
H36 -1.23052 1.97953 -3.83058  0.111
H37 -0.61502 -0.90007 -3.08178  0.105
H38 -1.53562 0.18673 -2.06498  0.061
C25 -3.32122 -2.56327 0.22782  0.007
C26 -3.24682 -1.55037 -0.91158  -0.645
O2 -3.69772 -1.74147 -2.01498  0.104
O3 -2.65652 -0.44617 -0.57218  -0.290
H39 -4.04372 -2.21097 0.96312  0.086
H40 -2.34672 -2.64027 0.71522  0.056
H41 -3.62992 -3.53177 -0.15338  0.088
N2 -3.72272 4.47973 -1.23838  0.161
N3 -3.67182 3.55683 -0.26918  -0.260
N4 -4.47902 3.51663 0.75572  0.155
C27 -4.01372 2.51683 1.47982  -0.123
N5 -2.94292 1.96323 0.88282  -0.177
N6 -2.73922 2.64883 -0.23668  0.090
H42 -4.57452 5.02493 -1.23798  0.126
H43 -3.43672 4.11943 -2.13978  0.121
H44 -4.43412 2.19233 2.40932  0.128

=====

# 2
C10H13ErF2NO7S | ωB97M-V/def2-TZVPD

## Properties
Molecular weight in g mol⁻¹: 496.5
HOMO level (alpha / beta) in eV: -19.4 / -19.0
LUMO level (alpha / beta) in eV: -11.4 / -14.2
Net charge: +3
<S²>: 3.7675
Multiplicity: 4

Each line ends with the Löwdin charge.
CARTESIAN COORDINATES (ANGSTROEM)
C1 2.08208 1.21143 1.86231  -0.063
C2 2.00712 0.72689 0.26171  -0.237
C3 0.43321 0.63585 -0.11231  -0.220
N1 0.03594 0.63092 -1.54943  0.037
C4 1.10836 0.98520 -2.53268  -0.175
O1 1.62278 0.21373 -3.49580  0.125
F1 1.63664 2.39885 -2.47998  0.021
C5 -1.12571 1.58781 -1.80618  -0.144
O2 -1.14335 2.88517 -1.42917  0.098
F2 -2.36852 1.08209 -2.48023  0.011
C6 -0.12196 -0.80909 0.52191  -0.180
C7 -1.75270 -1.01740 0.28725  -0.108
C8 -2.64942 0.08401 1.11596  -0.125
O3 -4.04227 -0.42995 1.16130  -0.032
C9 -4.68354 0.11961 -0.06977  0.114
O4 -4.68187 -0.56450 -1.23600  0.349
C10 0.58981 -2.08628 -0.28575  -0.130
O5 1.90142 -2.29270 0.34522  -0.287
S1 2.92304 -0.93699 0.19610  0.918
O6 3.99230 -1.07547 1.34764  -0.541
O7 3.75788 -1.04110 -1.13517  -0.296
H1 1.30762 0.66240 2.54349  0.101
H2 3.18294 1.22405 2.27777  0.112
H3 1.74608 2.35632 1.83308  0.139
H4 2.64733 1.52347 -0.30511  0.177
H5 -0.13624 1.47071 0.51986  0.183
H6 0.14900 -0.95095 1.65056  0.154
H7 -2.08230 -2.13451 0.54772  0.162
H8 -1.99844 -0.90584 -0.87437  0.129
H9 -2.66937 1.15297 0.60468  0.150
H10 -2.24957 0.09187 2.21716  0.177
H11 -5.14070 1.21211 0.04640  0.254
H12 -0.04670 -3.06718 -0.05532  0.173
H13 0.60981 -1.94277 -1.44647  0.164
Er1 5.15930 -3.00070 1.95359  1.790

=====

# 3
C53H65Cl2InN8O9PSe | ωB97M-V/def2-TZVPD

## Properties
Molecular weight in g mol⁻¹: 1253.8
HOMO level in eV: -5.0
ΔE to the lowest compared entry with this formula, charge and spin in kcal/mol: 69.0
LUMO level in eV: 1.9
Net charge: -1

Each line ends with the Löwdin charge.
CARTESIAN COORDINATES (ANGSTROEM)
In1 -1.20732 0.92001 -0.08226  0.822
C1 -2.58689 -6.90333 -1.90285  -0.082
O1 -2.84798 -5.52561 -1.75378  -0.100
C2 -4.15717 -5.12900 -1.73171  -0.209
C3 -5.23473 -5.98248 -1.86701  -0.032
C4 -6.53222 -5.47492 -1.85985  -0.102
C5 -6.73208 -4.11433 -1.74598  -0.093
C6 -5.64930 -3.25033 -1.61807  -0.016
C7 -4.34979 -3.74219 -1.57646  -0.142
N1 -3.20035 -2.96850 -1.45479  0.179
C8 -3.02689 -1.66422 -1.03218  -0.334
N2 -4.00200 -1.17344 -0.24180  0.156
C9 -4.21536 0.09138 0.35157  -0.176
C10 -3.32182 1.15497 0.40649  -0.119
C11 -3.72861 2.33464 1.03964  -0.115
C12 -4.98980 2.46000 1.59683  -0.084
C13 -5.86648 1.38316 1.56896  -0.033
C14 -5.47740 0.20645 0.96173  -0.224
O2 -6.27610 -0.91599 0.90933  -0.121
C15 -7.17720 -1.10361 1.98332  -0.079
N3 -1.99795 -0.98255 -1.40538  0.124
C16 -0.83640 -1.54789 -1.98130  -0.211
C17 -0.43366 -0.89182 -3.23079  -0.017
C18 0.50936 -1.13699 -4.14420  -0.069
C19 1.63129 -2.13381 -4.24730  -0.142
C20 1.88185 -3.48888 -2.10894  -0.275
C21 -0.07702 -2.36679 -1.22769  -0.301
O3 -0.64415 -2.93821 -0.11754  -0.140
C22 -0.27294 -4.24630 0.26134  -0.072
H1 -1.50475 -7.01148 -1.88949  0.087
H2 -2.97412 -7.28343 -2.85237  0.096
H3 -3.01542 -7.48152 -1.07976  0.098
H4 -5.08019 -7.04700 -1.97052  0.099
H5 -7.37049 -6.15201 -1.95612  0.097
H6 -7.73382 -3.70551 -1.75954  0.101
H7 -5.82492 -2.18556 -1.57549  0.113
H8 -2.34528 -3.43054 -1.72005  0.127
H9 -4.67046 -1.85422 0.08608  0.112
H10 -3.03887 3.16799 1.11291  0.089
H11 -5.29041 3.38680 2.06982  0.100
H12 -6.85202 1.46640 2.00794  0.103
H13 -7.46746 -2.15225 1.96405  0.090
H14 -8.07047 -0.48300 1.86921  0.085
H15 -6.69750 -0.87658 2.93786  0.101
H16 -1.10571 -0.07240 -3.46040  0.097
H17 0.50414 -0.44524 -4.97861  0.092
H18 2.54009 -1.65623 -3.85635  0.105
H19 1.48261 -4.40081 -1.65745  0.136
H20 -0.82071 -4.44796 1.18032  0.059
H21 0.79698 -4.32869 0.45756  0.068
H22 -0.56569 -4.97758 -0.50094  0.080
O4 0.89818 0.14922 -0.77452  -0.270
P1 1.96426 -0.88067 -0.80537  0.678
N4 3.22735 -0.35887 -1.76256  -0.155
C23 3.02004 0.92182 -2.48897  -0.180
C24 4.16924 1.80290 -2.02531  -0.153
C25 5.31361 0.79697 -1.90529  -0.160
C26 4.63827 -0.45201 -1.32694  -0.191
N5 2.63740 -1.15275 0.69942  -0.162
C27 2.06229 -2.18721 1.58172  -0.198
C28 2.68355 -1.85630 2.92902  -0.157
C29 2.61719 -0.32605 2.96519  -0.147
C30 2.77258 0.10355 1.49614  -0.184
N6 1.34216 -2.36270 -1.34520  -0.021
C31 3.39706 -3.62120 -2.16283  -0.140
C32 3.62185 -4.66092 -3.26757  -0.161
C33 2.37684 -4.57444 -4.18894  -0.136
C34 1.44931 -3.49932 -3.58527  -0.253
H23 2.04513 1.34137 -2.25303  0.093
H24 3.07268 0.75286 -3.56959  0.108
H25 3.92892 2.24052 -1.05348  0.080
H26 4.37604 2.60851 -2.72835  0.118
H27 6.13348 1.13545 -1.27164  0.108
H28 5.71588 0.58000 -2.89815  0.108
H29 4.70927 -0.47463 -0.24082  0.089
H30 5.11593 -1.36193 -1.69677  0.095
H31 2.33976 -3.17704 1.22120  0.100
H32 0.97367 -2.11121 1.64567  0.089
H33 3.72307 -2.19341 2.95537  0.108
H34 2.14132 -2.32217 3.75126  0.113
H35 3.39163 0.10787 3.59709  0.110
H36 1.64528 -0.00249 3.34337  0.109
H37 3.75279 0.55205 1.30504  0.106
H38 2.00276 0.82903 1.22800  0.080
H39 3.82817 -3.91682 -1.20463  0.119
H40 3.82217 -2.66295 -2.44885  0.073
H41 3.71019 -5.66142 -2.84025  0.101
H42 4.54732 -4.46887 -3.81071  0.103
H43 1.86527 -5.53755 -4.22695  0.105
H44 2.65238 -4.31713 -5.21198  0.102
H45 0.40198 -3.79577 -3.67786  0.143
H46 1.80920 -2.29727 -5.31347  0.110
C35 1.00695 5.10583 -0.52999  -0.127
O5 1.68950 3.86595 -0.61573  -0.170
H47 1.56073 5.82629 -1.13486  0.092
H48 0.95465 5.46389 0.50189  0.075
H49 -0.01436 5.03116 -0.91505  0.078
H50 1.12789 3.20598 -0.17793  0.060
Se1 -2.62516 -2.70388 2.86428  0.526
C36 -1.65525 -1.51724 1.99255  -0.921
N7 -0.99514 -0.73551 1.43013  0.066
Cl1 0.75191 2.84172 -4.92638  0.584
C37 0.00026 3.53710 -3.47377  -0.999
Cl2 -0.83814 5.04432 -3.89002  0.591
C38 -0.99230 2.52430 -2.83124  -0.747
O6 -1.97891 2.16329 -3.43957  0.030
O7 -0.61233 2.24258 -1.64470  -0.093
H51 0.79051 3.77196 -2.76792  0.027
C39 3.32762 7.40719 1.29302  -0.054
C40 3.00512 5.98402 1.67394  -0.259
C41 3.46477 4.94423 0.87164  -0.078
C42 3.17407 3.62658 1.18539  -0.088
C43 2.45286 3.32845 2.32477  -0.009
C44 1.99248 4.35804 3.14200  -0.205
N8 1.34430 4.06514 4.34345  0.100
C45 0.49432 2.99226 4.61168  -0.198
C46 0.44200 2.49442 5.91683  -0.038
C47 -0.41028 1.45738 6.25439  -0.103
C48 -1.24759 0.90640 5.29312  -0.084
C49 -1.20275 1.40681 4.00171  -0.021
C50 -0.33459 2.43344 3.64133  -0.067
C51 -0.44343 2.96855 2.22807  -0.588
O8 -0.78928 4.12638 2.06009  0.084
O9 -0.10027 2.14291 1.28808  -0.109
C52 2.24037 5.69624 2.80655  -0.184
C53 1.63533 6.78128 3.65899  -0.040
H52 4.07994 7.42325 0.50512  0.072
H53 3.71327 7.97291 2.14268  0.076
H54 2.44256 7.92812 0.91910  0.082
H55 4.03753 5.17468 -0.01910  0.116
H56 3.51067 2.82986 0.53350  0.075
H57 2.23563 2.30128 2.58984  0.092
H58 1.51653 4.68692 5.11314  0.128
H59 1.08760 2.93424 6.66993  0.103
H60 -0.41806 1.07762 7.26897  0.094
H61 -1.92395 0.09711 5.53450  0.096
H62 -1.88093 1.02072 3.25297  0.099
H63 0.61379 6.50586 3.92658  0.084
H64 1.60028 7.73024 3.12850  0.065
H65 2.19737 6.94212 4.58636  0.081